Here is a structure of composition C54H74N3O5P3SiZr at a distorted geometry from the Open Molecules 2025 dataset. Energies are from the ωB97M-V functional and the def2-TZVPD basis.

Positions of all 141 atoms, in Å:
1 Zr -0.96239 0.04727 -0.74572
2 C -6.28616 1.21078 -1.51817
3 C -4.86332 0.82501 -1.93382
4 C -4.82685 -0.70282 -2.06892
5 P -3.50821 1.36614 -0.78766
6 C -3.45185 3.21998 -0.76755
7 C -4.71614 4.01824 -1.07807
8 C -2.79265 3.73635 0.51193
9 C -4.02682 0.73912 0.82177
10 C -4.87771 1.39236 1.71153
11 C -5.11819 0.88108 2.97301
12 C -4.49078 -0.30001 3.35023
13 C -3.66052 -0.96734 2.47047
14 C -3.42382 -0.47299 1.18299
15 N -2.55567 -1.15873 0.28048
16 C -2.82096 -2.53339 0.18145
17 C -4.10438 -3.06495 0.43038
18 C -4.36015 -4.41573 0.33640
19 C -3.35912 -5.31412 -0.02266
20 C -2.10800 -4.81201 -0.31301
21 C -1.82737 -3.44559 -0.21997
22 P -0.29854 -2.72121 -0.82011
23 C 1.15431 -3.43960 0.07407
24 C 1.11578 -4.94579 0.33601
25 C 1.36611 -2.71553 1.40126
26 C -0.18947 -3.28445 -2.59776
27 C 0.62281 -4.55059 -2.86920
28 C -1.57294 -3.41519 -3.24024
29 H -6.99616 0.70166 -2.17469
30 H -6.49495 2.27393 -1.56944
31 H -6.48744 0.86957 -0.50074
32 H -4.62065 1.27569 -2.90325
33 H -5.22367 -1.16063 -1.16169
34 H -3.82665 -1.09107 -2.23578
35 H -5.47304 -1.00955 -2.89555
36 H -2.75238 3.39731 -1.59313
37 H -5.49060 3.87776 -0.32290
38 H -5.13556 3.77247 -2.05276
39 H -4.46301 5.08158 -1.08861
40 H -3.42612 3.58568 1.38478
41 H -2.61689 4.81204 0.41778
42 H -1.85562 3.22988 0.73040
43 H -5.34792 2.32176 1.41449
44 H -5.76712 1.40467 3.66195
45 H -4.64191 -0.70087 4.34447
46 H -3.18439 -1.89033 2.77623
47 H -4.91009 -2.40100 0.70811
48 H -5.36226 -4.77401 0.53837
49 H -3.56115 -6.37392 -0.09593
50 H -1.32890 -5.48827 -0.63793
51 H 1.99725 -3.20982 -0.58909
52 H 0.29032 -5.19293 1.00475
53 H 2.03950 -5.23150 0.84366
54 H 1.02801 -5.55243 -0.56275
55 H 0.53908 -2.92816 2.08393
56 H 1.47261 -1.63480 1.29232
57 H 2.27899 -3.08208 1.87740
58 H 0.33201 -2.46073 -3.08664
59 H 0.12362 -5.43841 -2.47861
60 H 1.63072 -4.50901 -2.45727
61 H 0.71187 -4.68431 -3.95015
62 H -2.04081 -4.35864 -2.95690
63 H -1.46837 -3.39955 -4.32771
64 H -2.24595 -2.60918 -2.95452
65 O -1.72056 -0.34050 -2.64406
66 C -1.45825 -0.18972 -3.92099
67 C -2.50882 -0.17599 -4.85355
68 C -2.26543 -0.00600 -6.19938
69 C -0.96319 0.15577 -6.66948
70 C 0.07971 0.12737 -5.76767
71 C -0.13991 -0.05240 -4.39823
72 C 0.97943 -0.15912 -3.46976
73 N 0.93616 -0.22422 -2.14574
74 C 2.23583 -0.36741 -1.68977
75 C 3.06964 -0.39949 -2.76039
76 N 2.26692 -0.27024 -3.87167
77 H -3.51587 -0.30546 -4.48081
78 H -3.09550 0.00443 -6.89453
79 H -0.76952 0.29794 -7.72331
80 H 1.08736 0.25515 -6.14729
81 H 2.43617 -0.33983 -0.61621
82 H 4.13889 -0.48463 -2.82969
83 H 2.57445 -0.28528 -4.82711
84 C -0.26126 4.77266 -1.79514
85 P 0.54264 3.19605 -1.48980
86 C 1.37627 3.27280 0.07440
87 C 1.78413 3.04237 -2.77815
88 O -0.45126 2.05397 -1.58863
89 H 0.49381 5.55555 -1.87718
90 H -0.93222 5.01189 -0.97260
91 H -0.82802 4.72285 -2.72536
92 H 2.20948 3.97633 0.03484
93 H 1.75915 2.26770 0.31837
94 H 0.67574 3.57835 0.85082
95 H 2.46651 3.89228 -2.76534
96 H 1.28330 2.98822 -3.74604
97 H 2.35238 2.12626 -2.61327
98 C 4.77703 2.45139 0.28866
99 C 5.20178 1.19318 1.05850
100 C 5.57701 0.11630 0.03063
101 C 6.44656 1.52190 1.88979
102 Si 3.66666 0.66119 2.08294
103 O 2.38902 0.44939 1.15156
104 C 4.04894 -0.89651 3.11309
105 C 5.04489 -1.83976 2.85416
106 C 5.15988 -3.01039 3.59623
107 C 4.27141 -3.26933 4.62838
108 C 3.28157 -2.34050 4.92173
109 C 3.18280 -1.17427 4.17747
110 C 3.30797 1.97478 3.41412
111 C 1.99083 2.41998 3.53752
112 C 1.59828 3.30857 4.53063
113 C 2.53622 3.78454 5.43436
114 C 3.85262 3.34970 5.34550
115 C 4.22629 2.45078 4.35576
116 H 5.60226 2.81591 -0.33648
117 H 4.48761 3.25824 0.96780
118 H 3.92643 2.23694 -0.36350
119 H 6.20230 0.55636 -0.75760
120 H 4.70264 -0.33315 -0.43918
121 H 6.15662 -0.69403 0.47338
122 H 7.32304 1.62040 1.23754
123 H 6.67192 0.74796 2.62772
124 H 6.33439 2.46844 2.41971
125 H 5.75426 -1.67490 2.05342
126 H 5.94587 -3.71981 3.36604
127 H 4.35570 -4.18109 5.20670
128 H 2.59012 -2.52248 5.73568
129 H 2.41311 -0.45635 4.43938
130 H 1.25592 2.04639 2.83873
131 H 0.56005 3.61114 4.59969
132 H 2.24289 4.47777 6.21322
133 H 4.58765 3.70296 6.05887
134 H 5.25113 2.10050 4.34022
135 C -0.37897 -0.16660 2.93177
136 C -1.03384 1.03019 2.31053
137 O -1.59136 1.90313 2.93137
138 O -0.89306 1.10041 0.97981
139 H -0.50076 -0.15087 4.01190
140 H 0.67548 -0.15037 2.64843
141 H -0.81870 -1.07473 2.51484

Force components x, y, z for each atom (eV/Å):
-1.0881 0.3039 -0.7133
0.0018 -0.0087 0.0089
-0.0378 -0.0486 -0.0362
-0.0179 0.0168 -0.0061
0.2611 -0.1643 0.0734
0.0032 0.0516 -0.0531
-0.0237 -0.0168 0.0162
0.0016 -0.0004 0.0047
-0.0392 0.0528 0.0230
-0.0071 -0.0153 -0.0131
0.0130 -0.0143 0.0192
-0.0117 -0.0003 -0.0058
0.0224 -0.0095 -0.0409
0.0648 0.0197 0.0166
0.1064 -0.0737 0.1589
-0.0295 0.0438 -0.0401
0.0261 0.0104 0.0466
0.0062 -0.0134 0.0020
-0.0087 0.0036 -0.0091
0.0118 0.0197 0.0194
-0.0133 -0.0072 0.0075
0.0072 0.1634 -0.0061
0.0143 -0.0479 -0.0204
-0.0061 -0.0278 0.0068
-0.0093 0.0428 0.0325
0.0394 -0.0617 0.0029
-0.0077 -0.0023 -0.0486
-0.0242 -0.0030 -0.0072
0.0017 0.0072 -0.0104
0.0113 0.0201 0.0075
0.0029 -0.0034 0.0003
0.0218 0.0239 0.0071
0.0205 0.0004 -0.0040
-0.0025 0.0053 -0.0091
-0.0085 -0.0057 0.0066
0.0117 -0.0043 -0.0045
0.0019 -0.0038 0.0025
0.0021 -0.0051 -0.0080
0.0010 -0.0004 0.0013
-0.0063 -0.0005 -0.0024
0.0017 -0.0024 0.0058
0.0182 -0.0088 -0.0080
0.0009 0.0010 -0.0041
-0.0007 -0.0014 0.0019
-0.0038 0.0027 0.0025
0.0150 -0.0103 -0.0048
0.0004 0.0071 0.0235
-0.0008 -0.0051 0.0013
-0.0016 -0.0024 -0.0006
0.0112 -0.0113 -0.0037
0.0074 0.0390 0.0056
0.0050 0.0012 0.0119
0.0075 0.0022 -0.0041
-0.0034 0.0143 0.0595
-0.0243 0.0120 -0.0062
0.0540 -0.0063 -0.0371
0.0096 0.0093 0.0041
0.0119 0.0106 0.0081
-0.0008 0.0055 -0.0136
-0.0024 0.0153 -0.0070
-0.0018 0.0074 -0.0092
-0.0019 -0.0005 0.0027
0.0018 -0.0099 -0.0046
0.0140 -0.0138 0.0056
0.2588 -0.1032 0.1278
-0.0048 0.1258 0.0176
0.0166 0.0090 -0.0084
-0.0117 -0.0037 0.0028
-0.0044 0.0025 0.0139
0.0219 -0.0181 -0.0275
-0.0166 0.0185 -0.0137
-0.0497 -0.0236 -0.0123
0.1459 0.1550 0.2719
-0.0951 0.0049 0.0719
0.0643 -0.0264 0.0566
-0.0182 -0.0098 0.0134
-0.0128 -0.0012 0.0059
-0.0002 -0.0016 -0.0035
0.0000 0.0040 -0.0062
0.0099 0.0116 0.0135
0.1034 0.0072 0.0108
0.0180 0.0009 0.0033
0.0052 -0.0322 0.0023
0.0093 0.0121 -0.0335
0.0380 -0.0421 -0.0285
-0.0077 -0.0170 -0.0357
0.0124 -0.0438 -0.0078
-0.1666 -0.0514 0.1642
-0.0005 0.0060 0.0120
-0.0182 -0.0207 0.0068
0.0082 -0.0070 -0.0019
-0.0400 0.0247 -0.0163
-0.0010 -0.0291 0.1575
-0.0531 -0.0426 0.0483
0.0022 0.0091 0.0165
-0.0018 0.0000 -0.0044
0.0375 0.0224 0.0195
0.0472 -0.0325 -0.0528
0.0105 0.0323 0.0203
0.0630 -0.0164 -0.0259
-0.0003 0.0251 -0.0045
-0.1575 -0.0988 -0.0657
0.0984 0.0534 -0.0746
0.0333 0.0060 0.0117
-0.0034 -0.0462 -0.0323
-0.0106 0.0019 -0.0072
-0.0098 -0.0065 0.0073
-0.0056 -0.0151 -0.0102
0.0049 -0.0068 0.0333
0.0047 -0.0112 0.0002
0.0171 0.0804 -0.0572
0.0019 0.0010 0.0058
-0.0135 -0.0123 0.0124
0.0069 0.0007 -0.0043
-0.0012 -0.0314 0.0214
0.0195 0.0053 0.0104
-0.0136 -0.0039 0.0131
0.0461 -0.0209 -0.0165
-0.0061 -0.0034 -0.0113
-0.1020 0.0140 -0.0354
0.0015 0.0516 -0.0212
-0.0002 0.0184 -0.0104
0.0025 -0.0346 -0.0133
-0.0282 0.0016 0.0375
-0.0301 -0.0145 0.0512
0.0050 -0.0028 0.0018
-0.0007 -0.0025 0.0044
-0.0025 -0.0025 0.0044
-0.0306 0.0328 -0.0152
-0.0417 0.0189 -0.0853
-0.0019 0.0079 -0.0082
0.0020 0.0021 0.0032
0.0035 -0.0003 0.0029
0.0257 -0.0125 -0.0176
-0.0687 -0.0319 0.0368
0.0951 0.2454 -0.0314
-0.0128 0.0142 0.0282
0.3622 -0.4594 0.0103
-0.0074 0.0130 0.0025
0.0347 -0.0075 0.0026
-0.0164 0.0059 -0.0125

Results
- M: 1057.4 Da
- HOMO energy: -7.22 eV
- DFT total energy: -108942.10424 eV
- Frontier orbital gap: 0.2709 Eh
- Lowest unoccupied orbital energy: 0.15 eV
- Largest force on an atom: 1.336 eV Å⁻¹

Atom charges from the Löwdin analysis, given in e for atoms 1 to 2: Zr 1.689; C -0.105